C48H55FGeN5O4S2Tc as an isolated structure in a non-equilibrium geometry, computed with wB97M-V/def2-TZVPD.

```
117
Properties=species:S:1:pos:R:3:forces:R:3:mulliken_charge:R:1
Tc -0.119795 1.289238 -0.124559 -0.26 0.99 -0.44 -0.190
C 4.608783 -5.034487 -1.215033 -0.07 0.04 -0.05 -0.955
C 4.291558 -4.583821 0.204605 -0.17 0.18 -0.08 -1.040
N 3.121974 -3.690968 0.277746 0.07 -0.46 -0.11 0.254
C 3.319488 -2.353593 0.274959 0.37 -0.09 0.04 -0.216
C 2.343781 -1.423415 0.263450 -0.28 0.07 -0.07 -0.122
C 2.759171 0.022771 0.205593 -0.30 -0.20 -0.03 -0.295
O 3.886113 0.325676 0.555771 0.17 0.12 0.00 -0.718
O 1.872465 0.818750 -0.268120 0.61 0.13 -0.03 -0.427
C 0.965701 -1.831177 0.283429 0.34 -0.11 0.10 0.708
O 0.013955 -1.055892 0.368372 -0.55 -0.12 -0.08 -0.306
C 0.748458 -3.292837 0.230984 0.26 0.21 0.02 0.212
C -0.546770 -3.793975 0.168160 -0.22 0.33 0.00 0.386
C -0.762234 -5.131445 0.083474 0.13 -0.22 -0.01 -0.219
F -2.020927 -5.591721 -0.040767 -0.26 -0.05 -0.06 -0.330
C 0.291537 -6.053574 0.098159 -0.34 -0.14 -0.06 -0.790
C 1.577796 -5.565079 0.171614 0.28 -0.14 -0.01 -0.577
C 1.827908 -4.186927 0.218453 0.17 0.09 0.03 -0.001
N 0.056400 -7.448627 0.052803 0.03 -0.18 0.10 0.199
C -1.210677 -8.045135 0.467739 0.37 -0.08 -0.03 -0.718
C -0.919522 -9.504985 0.896431 0.18 0.17 -0.04 -0.661
N 0.552544 -9.594019 1.219250 -0.15 0.06 -0.38 -0.147
C 1.382672 -9.480214 -0.041873 -0.15 0.07 0.10 -0.714
C 0.787352 -8.314122 -0.857236 -0.23 0.03 0.15 -0.719
H 5.465275 -5.712747 -1.217169 -0.07 0.06 0.02 0.384
H 4.855425 -4.172279 -1.837878 -0.01 -0.07 0.03 0.331
H 3.757812 -5.544234 -1.675339 0.08 0.03 0.04 0.274
H 5.129537 -4.030168 0.617063 0.06 0.05 0.04 0.469
H 4.128070 -5.430101 0.867878 -0.02 -0.04 0.08 0.431
H 4.353340 -2.021933 0.285768 -0.08 0.00 0.04 0.549
H -1.386219 -3.107776 0.161395 -0.01 0.04 0.00 0.471
H 2.400551 -6.271518 0.193486 -0.09 0.09 0.01 0.555
H -1.955898 -8.064465 -0.327191 -0.09 0.02 -0.08 0.405
H -1.622085 -7.481341 1.297240 0.00 0.03 0.10 0.505
H -1.111139 -10.215951 0.098091 0.04 -0.07 -0.03 0.342
H -1.487966 -9.800555 1.772192 -0.01 0.00 0.07 0.372
H 0.782998 -10.429657 1.750297 0.01 -0.11 -0.01 0.328
H 0.776238 -8.773192 1.780904 0.05 0.09 0.15 0.363
H 1.326045 -10.428463 -0.569559 -0.01 -0.06 0.03 0.376
H 2.408976 -9.300376 0.266329 0.05 0.02 0.05 0.413
H 0.110935 -8.713141 -1.619876 0.00 0.01 -0.08 0.326
H 1.571144 -7.769789 -1.372930 0.06 0.04 0.02 0.478
C -3.294302 3.022243 1.957369 0.04 0.04 0.21 -1.380
C -3.037892 2.563687 0.529483 0.21 -0.02 -0.29 1.555
C -2.924106 3.777076 -0.383824 0.12 0.01 -0.13 -1.361
C -4.195187 1.700521 0.041344 -0.12 -0.10 -0.02 -1.805
O -1.837512 1.799896 0.522772 -0.60 -0.08 0.65 0.366
H -4.197788 3.641668 2.012701 0.13 -0.10 0.00 0.335
H -2.441994 3.613521 2.311808 -0.10 -0.06 -0.02 0.067
H -3.422861 2.154843 2.614414 0.01 0.12 -0.06 0.337
H -3.898067 4.262098 -0.508556 0.12 -0.04 0.04 0.586
H -2.558441 3.475402 -1.369466 -0.02 0.04 0.04 0.283
H -2.233084 4.505201 0.040389 0.04 0.02 -0.03 -0.123
H -5.119628 2.283882 0.042870 0.03 -0.03 0.00 0.545
H -4.336017 0.829905 0.686334 -0.04 0.20 -0.10 0.350
H -4.005369 1.353759 -0.980091 -0.05 0.05 0.13 0.369
C 1.814592 1.381809 3.499420 0.04 -0.02 -0.05 0.168
S 0.341885 0.470956 2.987997 0.21 0.09 -0.12 0.337
C -0.845064 1.213189 4.114389 -0.05 0.06 0.03 -0.867
H 2.144214 1.057251 4.487120 -0.01 0.01 -0.03 0.541
H 1.594013 2.449407 3.511248 0.06 -0.43 -0.02 -0.891
H 2.604112 1.186852 2.769730 -0.05 0.00 0.07 0.078
H -0.955220 2.276209 3.898746 -0.02 -0.03 0.03 0.008
H -0.523561 1.066965 5.147236 -0.04 0.01 -0.06 0.447
H -1.803044 0.715638 3.962624 0.05 0.05 0.00 0.312
C 0.303094 2.878395 -1.155194 -0.18 -0.92 0.18 0.345
Ge 0.523882 4.758617 -0.772669 0.01 0.13 0.18 0.505
C 2.420565 5.042385 -1.108501 0.35 -0.07 -0.05 -0.066
C 3.329966 4.012103 -0.831875 0.01 0.15 -0.08 0.072
C 4.696486 4.207457 -1.015127 -0.10 0.03 0.01 -0.816
C 5.166605 5.428032 -1.485125 -0.07 0.03 -0.01 -0.434
C 4.272223 6.454281 -1.774357 -0.03 -0.04 0.02 -0.652
C 2.907120 6.262306 -1.584882 0.11 -0.10 0.06 -0.441
C -0.431422 5.818699 -2.090733 -0.17 0.21 -0.26 0.531
C -1.467112 6.726132 -1.855292 0.02 -0.06 -0.21 0.095
C -2.037133 7.446578 -2.902324 0.05 -0.07 0.02 -0.838
C -1.588311 7.262672 -4.204128 0.02 -0.02 0.10 -0.494
C -0.570876 6.351550 -4.459624 0.00 -0.05 0.06 -0.737
C 0.002758 5.642114 -3.411284 -0.10 0.10 0.03 -0.420
C 0.266220 5.160272 1.118565 -0.08 0.08 0.27 0.512
C -0.578109 6.141254 1.645913 0.12 -0.14 0.10 0.112
C -0.610293 6.402940 3.012873 0.06 -0.09 -0.03 -0.864
C 0.219381 5.698967 3.876164 -0.03 0.04 -0.07 -0.687
C 1.072870 4.726973 3.367969 -0.06 0.17 -0.04 -1.085
C 1.089241 4.454875 2.005436 -0.09 0.06 -0.04 -0.258
H 0.842418 2.671277 -2.094281 -0.02 -0.12 0.08 0.688
H 2.977247 3.042646 -0.482597 0.05 0.09 -0.03 0.141
H 5.388110 3.402455 -0.789123 -0.06 0.05 -0.02 0.479
H 6.230400 5.581486 -1.628869 -0.06 -0.01 0.00 0.374
H 4.638961 7.405388 -2.148150 -0.03 -0.09 0.04 0.401
H 2.217423 7.070602 -1.812396 0.05 -0.05 0.00 0.370
H -1.858292 6.875266 -0.858028 0.03 0.00 -0.02 0.131
H -2.836071 8.151363 -2.697502 0.06 -0.05 -0.02 0.413
H -2.026378 7.829877 -5.015585 -0.01 -0.02 0.01 0.380
H -0.222167 6.195219 -5.475091 -0.01 0.03 0.08 0.398
H 0.815093 4.951358 -3.623836 -0.04 0.05 0.02 0.339
H -1.220099 6.722812 0.999017 0.01 -0.01 0.00 0.146
H -1.277392 7.164120 3.399705 0.03 -0.02 -0.01 0.426
H 0.212519 5.915895 4.938242 -0.01 -0.01 -0.05 0.409
H 1.739875 4.194947 4.037312 -0.05 0.19 -0.01 0.609
H 1.768007 3.692869 1.623274 -0.06 0.10 0.03 0.789
N -1.168847 0.293893 -3.651974 -0.08 -0.25 0.29 -0.426
C -2.001173 -0.383604 -2.809603 0.14 0.15 -0.07 0.183
N -1.932384 -0.300644 -1.523121 -0.01 -0.03 -0.01 0.884
C -2.896905 -1.109514 -0.919590 0.24 0.03 -0.02 -0.565
C -3.122646 -1.224552 0.452602 0.15 -0.21 0.02 -0.838
C -4.116642 -2.079199 0.900048 0.07 -0.02 -0.04 -0.527
C -4.896129 -2.817852 0.003784 0.02 0.04 -0.09 -0.916
C -4.693065 -2.701766 -1.363358 -0.03 0.00 0.01 -0.441
C -3.691567 -1.842485 -1.806265 -0.07 -0.09 0.00 0.992
S -3.217975 -1.479915 -3.444833 -0.01 0.02 -0.08 -0.369
H -0.625874 1.037749 -3.236499 -0.08 0.01 -0.01 0.066
H -1.411941 0.387672 -4.619845 -0.05 0.04 -0.06 0.257
H -2.520050 -0.640271 1.136655 -0.02 -0.02 -0.05 0.313
H -4.299135 -2.170504 1.964993 0.00 0.01 -0.06 0.418
H -5.675190 -3.473301 0.376305 0.06 0.05 -0.03 0.418
H -5.307753 -3.254562 -2.067391 0.08 0.06 0.09 0.434
```
Positions in Å, forces in eV/Å.

## Properties
E_LUMO (alpha / beta) in eV: -3.3 / -3.3
<S²>: 4.20
2S+1: 4
F_max in eV/A: 1.11
Energy above the lowest of the compared OMol25 structures with the same formula, charge and spin in kcal/mol: 18.1
Electronic energy in hartree: -5490.54425
Net charge: +1


An isolated ion of composition C16H26N3O5 and charge +1, computed with wB97M-V/def2-TZVPD.

```
50
Properties=species:S:1:pos:R:3:forces:R:3:mulliken_charge:R:1
O -2.017998 -0.851727 -0.658577 0.28 -0.03 -0.07 -0.892
C -3.056947 -0.169274 -0.822066 -0.14 0.12 0.00 0.939
N -2.967410 1.152386 -1.139414 -0.39 0.18 -0.09 -0.057
C -1.774897 1.752683 -1.717654 0.27 -0.21 0.23 -1.063
C -0.634205 1.908526 -0.707580 -0.33 0.54 -0.34 -0.596
N 0.041132 0.609759 -0.511274 -0.37 -0.57 -0.17 0.070
C 0.806568 0.474845 0.736856 0.68 0.26 0.40 -1.290
C 1.996719 1.435506 0.826222 0.17 -0.60 -0.01 0.675
O 1.495333 2.728392 1.070882 -0.10 0.18 0.18 -0.542
C 2.937605 0.948574 1.950444 -0.24 0.28 -0.14 -1.086
O 3.406940 -0.345095 1.700009 0.11 -0.19 -0.05 -0.430
C 4.472214 -0.533150 0.837078 0.09 -0.20 -0.12 0.460
C 4.866583 -1.857132 0.667499 -0.14 0.26 0.09 -0.658
C 5.917222 -2.175746 -0.167481 0.08 0.11 -0.08 -0.408
C 6.596376 -1.173333 -0.854576 -0.34 0.11 0.25 0.740
O 7.628456 -1.430061 -1.692634 0.25 -0.07 -0.18 -0.533
C 6.201328 0.148210 -0.683339 0.27 -0.33 -0.19 -0.918
C 5.147908 0.468643 0.153966 -0.25 0.01 0.23 -0.195
N -4.258073 -0.729033 -0.660486 0.01 -0.13 -0.03 0.016
C -5.565594 -0.119097 -0.816534 -0.37 0.15 0.27 -0.621
C -6.287519 -0.141036 0.540631 0.01 0.24 -0.27 -0.511
O -6.396185 -1.452837 1.024197 -0.15 -0.05 0.00 -0.362
C -5.133050 -2.052363 1.183924 0.28 -0.19 -0.18 -0.535
C -4.368085 -2.087611 -0.143885 0.01 -0.29 0.44 -0.664
H -3.820816 1.669099 -1.262830 0.06 -0.08 0.01 0.195
H -2.056704 2.738533 -2.084841 0.04 -0.08 0.00 0.486
H -1.427837 1.156726 -2.571077 -0.05 0.13 -0.02 0.333
H 0.074850 2.662564 -1.049799 0.02 -0.12 0.07 0.445
H -1.029900 2.236342 0.254586 0.07 -0.04 -0.06 0.417
H 0.653844 0.412099 -1.304833 -0.10 0.03 0.08 0.410
H -0.820523 -0.141194 -0.550009 0.51 0.31 -0.01 0.307
H 1.181647 -0.547846 0.810415 -0.10 0.06 -0.08 0.563
H 0.137791 0.673509 1.575990 -0.06 -0.05 -0.06 0.384
H 2.550187 1.414218 -0.128838 -0.07 -0.07 0.12 0.303
H 2.203741 3.308587 1.370842 0.03 0.01 -0.04 0.347
H 3.759571 1.661713 2.090247 -0.07 -0.01 0.01 0.508
H 2.373549 0.884826 2.886028 0.06 0.10 -0.07 0.387
H 4.340646 -2.625465 1.210761 -0.06 -0.12 0.07 0.420
H 6.216238 -3.207983 -0.283170 0.02 -0.11 -0.01 0.288
H 7.831122 -2.373470 -1.701001 -0.04 0.12 0.02 0.284
H 6.734667 0.920811 -1.212710 0.06 0.11 -0.06 0.404
H 4.886089 1.509543 0.264598 -0.06 0.10 0.03 0.363
H -6.135640 -0.727272 -1.527336 0.04 0.14 0.00 0.291
H -5.513173 0.899176 -1.197115 -0.02 -0.04 -0.03 0.295
H -5.737653 0.488733 1.258362 -0.06 -0.03 -0.06 0.312
H -7.305837 0.234852 0.435724 0.09 0.06 -0.01 0.369
H -4.544135 -1.501198 1.933255 -0.03 -0.06 -0.04 0.314
H -5.317123 -3.064707 1.543334 0.09 0.05 0.00 0.355
H -4.919140 -2.692312 -0.869494 0.05 0.02 0.02 0.311
H -3.369874 -2.499935 -0.007296 -0.15 0.00 -0.04 0.368
```
Positions in Å, forces in eV/Å.

## Properties
E_LUMO in eV: -2.3
F_max in eV/A: 0.83
Energy above the lowest of the compared OMol25 structures with the same formula, charge and spin in kcal/mol: 5.3
Electronic energy in hartree: -1165.54172
Net charge: +1